ORCA calculation (ωB97M-V/def2-TZVPD) on a structure of composition C3H7NS3.

ORCA input file:
```
! RIJCOSX wB97M-V def2-TZVPD def2/J DEFGRID3
* xyz 0 1
H -0.767 0.660 2.242
C 0.020 -0.038 2.026
N 1.490 -1.550 0.463
S -0.470 1.557 -0.257
C 2.060 -1.873 -0.670
S 1.478 -1.222 -2.076
C -1.105 0.988 -1.811
H 1.051 0.122 2.379
S 0.068 -0.597 0.290
H -1.514 1.840 -2.433
H 2.858 -2.493 -0.674
H -0.385 -0.754 2.629
H -0.362 0.598 -2.607
H -1.741 0.219 -1.769
*
```

**HOMO level**: -8.3 eV
**Molecular weight**: 153.30 u
**E_LUMO**: -0.0511 Ha

Löwdin population analysis, charges in e, atoms 1 to 4: 0.02 -0.37 -0.35 0.62



ORCA calculation (ωB97M-V/def2-TZVPD) on the molecule C4H7NO2.

ORCA input file:
```
! RIJCOSX wB97M-V def2-TZVPD def2/J DEFGRID3
* xyz 0 1
C -1.959 0.597 -0.083
H 2.666 1.595 0.195
C -0.747 -0.041 0.547
N 2.614 0.635 -0.147
O -0.400 -1.209 -0.159
H 1.178 -1.403 -1.464
H -0.907 -0.273 1.609
H -2.824 -0.063 0.026
O 0.370 0.845 0.468
H 1.509 -1.967 0.194
H -2.177 1.559 0.389
C 1.446 0.181 -0.023
H -1.762 0.751 -1.148
C 0.991 -1.207 -0.404
*
```

**HOMO level**: -10.2 eV
**Molecular weight**: 101.10 u
**SMILES**: [H]/N=C1/CO[C@H](C)O1
**E_LUMO**: 0.0338 Ha

Löwdin population analysis, charges in e, atoms 1 to 4: 0.00 0.06 -0.39 0.16



ORCA calculation (ωB97M-V/def2-TZVPD) on a structure of composition C29H40F3N2O5PdS2Si.

ORCA input file:
```
! RIJCOSX wB97M-V def2-TZVPD def2/J DEFGRID3
* xyz -1 3
C -1.255 -0.983 3.444
O 1.556 0.830 -2.440
H -0.778 -1.123 7.665
H 0.165 2.649 -1.124
H 4.237 -1.116 0.765
S -0.426 -1.541 -2.270
C 2.153 -1.406 -4.859
F -4.207 0.484 -2.952
H -3.735 1.249 3.256
C 1.979 -0.632 2.116
O -2.830 -2.213 0.827
F -4.575 -1.461 -2.029
F -3.281 -1.293 -3.746
H 3.660 -2.414 -0.300
H 3.926 2.869 -1.164
C -3.339 -1.901 4.242
N -2.596 0.201 0.997
C -3.621 1.940 2.432
H 0.975 -0.201 2.190
H 3.224 -3.942 -4.793
S -3.300 -1.100 1.616
H -3.616 5.638 -0.719
C -2.586 -1.329 3.227
H -3.332 -2.584 6.275
C -2.351 2.783 -2.017
C 2.098 -1.451 0.839
H 4.134 1.525 -2.314
C 2.005 3.033 -3.109
H 0.085 -2.262 0.874
H 3.589 1.194 -0.655
C -3.946 4.177 1.558
H 1.849 -3.846 -3.661
Pd -2.141 -0.333 -1.068
H -1.941 2.363 -2.929
H -4.377 -2.153 4.052
C 3.524 1.903 -1.486
H 3.763 -2.685 1.461
C -0.679 -1.221 4.682
O 2.623 -1.651 -2.447
H 1.295 -3.244 1.740
H 4.537 -0.522 -3.810
H 2.618 2.660 -3.934
C -2.776 4.127 -1.963
H -4.293 5.199 1.669
C -3.282 4.607 -0.798
H -1.337 -2.796 7.628
C -1.418 -1.798 5.715
H -4.481 3.594 3.520
C -4.052 3.279 2.576
C -0.788 -2.039 7.066
O 1.782 -0.532 -0.222
H 5.093 -2.088 -3.184
H -0.691 -0.531 2.631
C 3.013 -2.042 -3.768
O -4.716 -0.944 1.828
C 3.532 -1.951 0.681
H -2.692 4.752 -2.842
H 0.972 3.120 -3.460
H 1.232 -3.233 -0.041
Si 1.415 -0.697 -1.826
H 4.838 -1.871 -4.935
H 2.202 -0.313 -4.800
C 1.202 2.563 -0.791
C -2.945 2.427 0.172
C 4.464 -1.607 -3.939
C -3.566 -0.691 -2.569
C 1.117 -2.619 0.858
H 1.546 3.541 -0.438
C 2.074 2.066 -1.938
H 0.362 -0.954 4.851
H 2.702 0.191 2.098
C 2.892 -3.558 -3.821
C -3.077 1.490 1.252
H 3.504 -4.009 -3.034
C -3.392 3.759 0.324
H 2.368 4.024 -2.817
H 1.234 1.853 0.040
C -2.749 -2.133 5.477
H 2.519 -1.725 -5.841
H 1.106 -1.703 -4.753
H 2.169 -1.255 2.997
N -2.414 1.980 -1.001
H 0.246 -2.374 6.962
*
```

**HOMO level (alpha / beta)**: -4.2 / -5.1 eV
**Molecular weight**: 752.28 u
**⟨S²⟩**: 2.006
**E_LUMO (alpha / beta)**: 0.0888 / 0.0813 Ha

Löwdin population analysis, charges in e, atoms 1 to 4: -0.05 -0.16 0.08 0.06



ORCA calculation (ωB97M-V/def2-TZVPD) on a structure of composition C4H5O5Tm.

ORCA input file:
```
! RIJCOSX wB97M-V def2-TZVPD def2/J DEFGRID3
* xyz 3 4
H 2.108 1.321 -1.216
Tm -2.167 -0.128 3.386
H 1.697 3.064 -0.847
H -0.073 0.391 0.316
H 1.733 0.739 1.174
O 1.030 2.567 1.587
O -0.168 1.316 3.097
C 0.172 2.387 2.603
O -0.483 3.440 2.878
H 3.132 2.231 -0.125
C -1.233 -0.640 0.176
C 2.086 2.119 -0.455
C 1.289 1.606 0.664
O -1.371 -1.062 -0.929
O -1.881 -0.799 1.221
*
```

**HOMO level (alpha / beta)**: -23.4 / -20.9 eV
**Molecular weight**: 302.01 u
**⟨S²⟩**: 3.804
**E_LUMO (alpha / beta)**: -0.5653 / -0.6400 Ha

Löwdin population analysis, charges in e, atoms 1 to 4: 0.14 1.85 0.14 0.26



ORCA calculation (ωB97M-V/def2-TZVPD) on a cluster of 3 separate species, CH6N4O in total.

ORCA input file:
```
! RIJCOSX wB97M-V def2-TZVPD def2/J DEFGRID3
* xyz 0 1
N -2.018 0.454 0.104
H -0.533 -1.012 -1.108
H -0.624 0.071 1.544
C -0.837 -0.090 0.522
H 1.597 -1.094 -0.118
N 3.325 2.052 -0.132
H -2.486 1.147 0.598
N 2.594 1.517 -0.749
H -2.297 0.463 -0.821
O 2.565 -0.941 -0.184
N -0.158 -0.908 -0.164
H 3.002 -1.802 -0.057
*
```

**HOMO level**: -9.9 eV
**Molecular weight**: 90.09 u
**SMILES**: [H]/N=C\N.N#N.O
**E_LUMO**: 0.0317 Ha

Löwdin population analysis, charges in e, atoms 1 to 4: 0.10 0.07 0.11 -0.32



ORCA calculation (ωB97M-V/def2-TZVPD) on a cluster of 11 separate species, C44H88O33 in total.

ORCA input file:
```
! RIJCOSX wB97M-V def2-TZVPD def2/J DEFGRID3
* xyz 0 1
H -13.901 6.491 23.931
H -9.377 -1.683 22.493
C -9.133 -0.738 22.008
C -21.865 2.011 13.503
O -18.655 0.934 12.701
H -18.885 4.278 5.567
H -23.561 3.251 12.842
O -10.884 -0.247 24.039
H -11.130 -3.665 13.828
C -16.923 -5.399 13.812
H -14.009 -1.926 17.617
C -17.017 6.210 5.013
H -14.529 -4.278 18.562
H -16.898 -4.694 12.981
C -21.901 7.032 7.815
O -19.835 -0.594 21.449
O -10.929 7.161 23.208
H -15.230 9.494 14.499
H -12.975 4.905 16.519
H -22.944 7.324 7.695
H -7.803 9.897 16.614
H -14.974 -1.871 19.166
H -18.392 6.828 13.128
H -11.904 3.510 10.782
H -11.575 7.143 8.572
H -15.734 -1.631 17.685
H -17.976 -5.502 14.073
C -8.516 0.153 11.380
H -21.904 5.945 7.889
C -12.391 3.241 11.719
H -13.350 3.759 11.698
H -7.899 7.870 11.924
H -15.707 7.339 2.654
O -11.726 3.670 12.891
O -17.567 -4.137 16.364
C -12.397 7.858 8.564
O -14.480 9.402 9.506
O -13.586 3.165 14.193
H -8.825 4.327 22.982
H -7.436 4.778 21.042
H -9.226 6.631 11.998
H -22.276 1.082 13.900
C -8.860 7.593 12.357
O -10.337 -0.059 21.823
H -18.015 -0.965 12.954
O -20.571 6.734 9.867
H -8.725 5.630 20.167
O -15.826 6.280 4.386
H -15.827 8.385 4.010
H -10.994 -2.724 15.373
O -20.598 1.841 12.927
H -21.893 2.800 14.254
C -12.454 3.619 14.053
H -14.329 7.569 3.731
C -14.358 1.672 22.678
H -8.657 6.020 22.832
H -13.566 7.692 22.640
H -17.343 5.938 12.020
C -13.625 6.631 22.886
H -8.597 -0.946 21.082
H -6.844 1.401 10.617
C -13.898 8.604 10.243
H -11.947 8.849 8.506
O -8.753 -0.709 12.535
O -17.909 6.957 4.979
H -17.623 2.774 19.348
O -12.991 7.685 9.864
H -12.696 2.200 11.619
O -14.051 8.537 11.546
H -16.241 -3.825 18.482
H -19.909 -2.500 20.890
C -18.354 5.997 12.423
C -16.427 -4.359 16.030
C -15.262 -3.674 18.027
C -8.515 4.860 20.908
H -9.151 1.030 11.507
H -22.377 3.178 11.667
C -17.742 3.345 7.170
O -19.455 -0.717 19.163
H -22.212 8.043 9.748
H -7.634 8.451 17.665
H -15.191 1.942 23.328
H -20.326 1.453 18.428
H -9.608 8.337 12.085
H -16.869 -0.040 12.002
H -13.720 9.922 13.886
H -15.880 9.103 11.922
H -20.285 2.996 19.234
O -12.564 5.960 22.280
O -19.764 1.267 20.256
C -9.088 5.157 22.326
H -16.953 0.253 13.687
H -14.165 8.195 13.940
H -21.095 -2.065 22.107
C -12.104 4.253 16.447
O -20.425 7.818 11.914
H -11.345 4.805 17.001
C -20.173 6.900 11.099
H -16.987 2.765 6.640
C -11.030 -2.680 14.284
O -11.683 4.119 15.096
C -14.522 9.202 13.723
H -6.643 0.677 12.257
O -8.531 7.541 13.759
H -23.473 1.699 12.044
H -9.920 9.673 18.187
C -18.296 2.442 18.557
H -14.820 0.844 22.141
H -10.162 8.072 17.707
O -16.031 -5.013 14.909
O -15.327 -4.087 16.703
H -20.752 8.500 8.764
C -14.881 9.392 12.248
C -9.709 9.000 17.356
H -13.043 2.293 16.814
H -16.547 -6.292 13.313
H -13.475 0.304 23.944
H -8.413 -0.130 22.555
H -14.525 6.338 22.345
H -18.526 5.355 6.897
H -18.607 5.013 12.816
O -19.213 5.992 11.300
H -12.776 3.206 18.285
C -8.253 8.596 14.496
C -22.869 2.535 12.397
C -7.049 0.541 11.255
H -6.588 -0.409 10.986
C -19.715 0.895 13.431
H -18.572 2.703 7.466
C -11.337 6.153 22.611
H -19.523 -2.319 22.738
H -12.874 1.978 24.116
H -18.068 3.116 17.732
C -11.097 0.192 22.940
C -9.896 -1.355 12.618
O -9.922 -1.887 13.819
H -13.087 7.669 7.741
H -8.884 3.887 20.585
C -19.630 -0.082 20.189
C -13.155 1.198 23.408
H -8.668 -0.434 10.475
C -15.410 7.428 3.699
C -14.927 -2.211 18.131
H -17.716 1.575 18.240
C -18.127 4.529 6.308
O -8.137 8.078 15.762
H -21.313 7.399 6.973
O -10.779 -1.361 11.761
O -8.096 9.773 14.132
O -12.084 1.032 22.521
H -11.912 -2.117 13.977
C -12.338 2.954 17.319
C -17.580 0.026 12.825
C -21.392 7.694 9.122
O -16.972 5.057 5.689
H -14.624 10.414 11.969
O -10.610 5.201 22.170
C -8.236 8.938 16.898
O -19.932 0.055 14.302
H -17.198 3.681 8.053
C -20.041 -1.982 21.840
H -11.404 2.406 17.437
C -19.719 2.076 19.084
H -10.493 9.276 16.651
H -14.186 2.582 22.103
*
```

**HOMO level**: -10.4 eV
**Molecular weight**: 1145.16 u
**SMILES**: CCOC(=O)OC.CCOC(=O)OC.CCOC(=O)OC.CCOC(=O)OC.CCOC(=O)OC.CCOC(=O)OC.CCOC(=O)OC.CCOC(=O)OC.CCOC(=O)OC.CCOC(=O)OC.CCOC(=O)OC
**E_LUMO**: 0.0060 Ha

Löwdin population analysis, charges in e, atoms 1 to 4: 0.10 0.10 -0.08 -0.22



> Which of these has the highest molecular weight?

C44H88O33



> The highest molecular weight belongs to which entry?

C44H88O33



> Among the records above, which one has the highest molecular weight?

C44H88O33



> molecular weight of number 2 (C4H7NO2)?

101.10 u